i:
C5H11NO2 | ωB97M-V/def2-TZVPD

```
19
Properties=species:S:1:pos:R:3:nbo_charge:R:1
O 1.157 2.835 -0.875 -0.503
O -2.294 -1.082 1.003 -0.827
N -0.018 -1.721 -0.218 -0.628
C 0.159 0.780 -0.314 -0.392
C 0.178 -0.485 0.556 -0.101
C 1.146 1.870 0.050 -0.083
C 0.745 -1.695 -1.505 -0.429
C -1.194 -0.418 1.447 -0.024
H -0.860 1.159 -0.369 0.216
H 0.885 -0.582 -1.767 0.179
H 2.181 1.544 0.210 0.120
H -1.023 -1.858 -0.527 0.391
H -1.446 0.665 1.585 0.110
H 1.024 -0.550 1.258 0.175
H 1.658 -2.351 -1.166 0.171
H 0.394 0.551 -1.387 0.175
H 0.339 -2.231 -2.289 0.177
H -0.915 -0.773 2.499 0.118
H 0.788 2.133 1.047 0.154
```

Results
Kohn-Sham gap (alpha / beta), eV: 7.750 / 3.451
Total charge: -1
Highest occupied orbital energy (alpha / beta), eV: -3.77 / -2.18
2S+1: 2

***

ii:
C5H11NO2 | ωB97M-V/def2-TZVPD

```
19
Properties=species:S:1:pos:R:3:nbo_charge:R:1
O -0.858 0.244 -2.090 -0.752
O -2.454 -1.723 0.511 -0.955
N -0.580 -0.075 2.761 -0.860
C 0.265 0.567 -2.405 0.076
C 0.571 0.287 0.674 -0.263
C 1.447 1.022 -1.502 -0.532
C 0.539 -0.178 1.927 -0.057
C 1.751 0.141 -0.215 -0.498
H -0.311 0.872 0.286 0.208
H 2.318 0.865 -2.172 0.187
H -2.556 -0.989 1.114 0.465
H 1.231 2.043 -1.192 0.155
H 2.710 0.427 0.193 0.183
H 0.512 0.554 -3.463 0.045
H 1.880 -0.877 -0.601 0.197
H -1.300 0.734 2.661 0.374
H -2.510 -1.386 -0.364 0.486
H -0.401 -0.280 3.738 0.363
H 1.536 -0.644 2.231 0.182
```

Results
Kohn-Sham gap (alpha / beta), eV: 2.767 / 7.059
Total charge: -1
Highest occupied orbital energy (alpha / beta), eV: 0.89 / -3.49
2S+1: 2

***

Which structure wins on stability? ii wins.

***

i:
C3H6O2 | ωB97M-V/def2-TZVPD

```
11
Properties=species:S:1:pos:R:3:nbo_charge:R:1
O 0.638 0.100 -1.490 -0.739
O -1.836 -1.772 0.540 -0.527
C -0.338 0.164 0.865 -0.583
C -1.012 -1.035 0.049 0.406
C 0.644 0.804 -0.137 -0.071
H 0.150 -0.242 1.766 0.233
H 1.345 -0.563 -1.559 0.478
H 0.348 1.812 -0.428 0.196
H 1.683 0.787 0.197 0.185
H -1.144 0.845 1.189 0.238
H -0.478 -0.901 -0.991 0.184
```

Results
Kohn-Sham gap, eV: 9.373
Highest occupied orbital energy, eV: -8.73

***

ii:
C3H6O2 | ωB97M-V/def2-TZVPD

```
11
Properties=species:S:1:pos:R:3:nbo_charge:R:1
O 0.690 2.794 -0.933 -0.578
O -1.244 1.687 -0.659 -0.684
C -0.102 -1.855 1.233 -0.404
C -0.458 2.612 -1.211 0.643
C 0.944 -1.916 0.429 -0.380
H 1.070 -2.655 -0.351 0.195
H 1.735 -1.187 0.522 0.194
H -0.027 -1.239 2.122 0.198
H -0.934 3.216 -1.991 0.116
H -0.979 -2.469 1.068 0.198
H -0.694 1.012 -0.230 0.501
```

Results
Kohn-Sham gap, eV: 11.351
Highest occupied orbital energy, eV: -10.45

***

iii:
C3H6O2 | ωB97M-V/def2-TZVPD

```
11
Properties=species:S:1:pos:R:3:nbo_charge:R:1
O 0.697 -1.458 0.480 -0.701
O -0.618 0.751 1.534 -0.516
C -0.290 -0.751 -1.557 -0.569
C 0.650 -1.447 -0.884 0.172
C -0.298 1.910 1.488 0.311
H -0.644 -1.018 -2.544 0.212
H 1.316 -2.141 -1.388 0.175
H 0.577 2.253 0.922 0.115
H 0.277 -0.602 0.746 0.497
H -0.687 2.705 2.139 0.119
H -0.980 -0.201 -0.937 0.186
```

Results
Kohn-Sham gap, eV: 8.719
Highest occupied orbital energy, eV: -8.61

***

Which structure wins on stability? ii wins.

***

i:
C3H6O2 | ωB97M-V/def2-TZVPD

```
11
Properties=species:S:1:pos:R:3:nbo_charge:R:1
O -1.462 0.032 -0.192 -0.527
O 1.768 -0.052 -0.290 -0.713
C -0.524 -1.039 -0.022 -0.071
C -0.544 1.041 -0.002 -0.071
C 0.543 -0.030 0.436 0.054
H 2.441 0.508 0.100 0.478
H -0.372 -1.615 -0.927 0.185
H -0.862 -1.706 0.792 0.170
H 0.558 -0.212 1.537 0.168
H -0.812 1.800 0.754 0.163
H -0.249 1.551 -0.869 0.166
```

Results
Kohn-Sham gap, eV: 10.483
Highest occupied orbital energy, eV: -9.69

***

ii:
C3H6O2 | ωB97M-V/def2-TZVPD

```
11
Properties=species:S:1:pos:R:3:nbo_charge:R:1
O -0.103 -0.111 2.033 -0.714
O 0.780 -0.500 -2.494 -0.510
C -0.533 -0.297 0.688 -0.051
C 0.685 0.201 -0.208 -0.524
C 0.289 0.216 -1.660 0.435
H -0.588 0.835 -1.944 0.101
H 0.973 1.203 0.132 0.231
H -0.797 -1.333 0.500 0.173
H -0.900 -0.170 2.570 0.469
H 1.548 -0.422 -0.068 0.229
H -1.354 0.379 0.453 0.159
```

Results
Kohn-Sham gap, eV: 10.744
Highest occupied orbital energy, eV: -9.95

***

Which structure wins on stability? ii wins.

***

i:
C3H6O2 | ωB97M-V/def2-TZVPD

```
11
Properties=species:S:1:pos:R:3:nbo_charge:R:1
O -1.981 0.577 0.071 -0.701
O 0.808 1.135 -0.105 -0.510
C 0.253 -0.011 0.564 0.017
C 1.505 -0.123 -0.092 -0.110
C -1.025 -0.446 -0.121 -0.084
H 0.159 0.157 1.624 0.196
H 1.515 -0.588 -1.050 0.182
H 2.455 -0.134 0.436 0.193
H -0.767 -0.537 -1.198 0.158
H -1.422 -1.355 0.251 0.186
H -1.500 1.324 -0.381 0.472
```

Results
Kohn-Sham gap, eV: 11.334
Highest occupied orbital energy, eV: -10.25

***

ii:
C3H6O2 | ωB97M-V/def2-TZVPD

```
11
Properties=species:S:1:pos:R:3:nbo_charge:R:1
O -1.197 -2.085 0.711 -0.658
O 0.801 0.436 -1.457 -0.718
C -0.206 -1.227 0.508 0.216
C 0.591 0.936 -0.149 -0.051
C -0.603 0.192 0.418 -0.608
H -0.505 -2.659 0.281 0.536
H -0.900 0.578 1.401 0.246
H 1.460 0.737 0.497 0.169
H 1.627 0.805 -1.791 0.472
H 0.396 2.015 -0.162 0.161
H -1.465 0.271 -0.257 0.237
```

Results
Kohn-Sham gap, eV: 9.317
Highest occupied orbital energy, eV: -8.37

***

Which structure wins on stability? i wins.